(1)
The following is a DFT calculation (ωB97M-V with the def2-TZVPD basis set) of a structure of composition C12H7Cl2N3PtS2.

Summary:
gap between HOMO and LUMO (spin up / spin down): 5.54 / 5.54 eV
E_HOMO (spin up / spin down): -0.5 / -0.5 eV
total charge: -2

Element x y z (Å)
Pt (-0.127, 0.774, -0.645)
S (0.165, 0.564, -4.046)
C (1.557, 0.252, -3.137)
C (2.786, -0.107, -3.770)
C (3.911, -0.402, -3.055)
C (3.866, -0.349, -1.655)
C (2.674, 0.015, -1.080)
N (1.557, 0.312, -1.769)
H (2.779, -0.138, -4.850)
H (4.827, -0.675, -3.569)
H (4.723, -0.573, -1.035)
H (2.567, 0.081, -0.004)
S (1.089, 2.724, -0.297)
C (-0.010, 4.004, -0.182)
N (-0.684, 4.944, -0.101)
Cl (-0.327, -2.425, 1.047)
C (-1.678, -1.629, 1.797)
C (-2.250, -2.240, 2.896)
C (-3.256, -1.611, 3.619)
C (-3.656, -0.338, 3.216)
C (-3.098, 0.249, 2.105)
Cl (-3.634, 1.844, 1.649)
C (-2.098, -0.365, 1.272)
N (-1.696, 0.179, 0.142)
H (-1.872, -3.207, 3.204)
H (-3.698, -2.086, 4.485)
H (-4.417, 0.205, 3.763)



(2)
The following is a DFT calculation (ωB97M-V with the def2-TZVPD basis set) of a structure of composition C18H42AsN3NaS4Sb.

Summary:
energy relative to the best compared isomer or geometry (same formula, charge and spin): 0.930 eV
gap between HOMO and LUMO: 4.10 eV
E_HOMO: -0.6 eV
total charge: -2

Element x y z (Å)
Na (11.668, 7.769, 9.309)
C (14.440, 9.036, 8.933)
C (13.271, 9.831, 8.288)
N (12.414, 9.056, 7.439)
C (12.960, 8.081, 6.509)
C (12.316, 6.682, 6.623)
N (12.443, 6.036, 7.865)
C (13.697, 5.464, 8.382)
C (14.675, 6.555, 8.776)
N (14.086, 7.712, 9.450)
H (15.225, 8.934, 8.251)
H (14.785, 9.687, 9.735)
H (12.689, 10.212, 9.091)
H (13.756, 10.699, 7.763)
H (11.484, 9.477, 7.245)
H (12.734, 8.391, 5.471)
H (14.040, 7.993, 6.618)
H (11.267, 6.830, 6.423)
H (12.652, 6.055, 5.758)
H (11.596, 5.630, 8.276)
H (13.472, 4.881, 9.247)
H (14.144, 4.776, 7.661)
H (15.447, 6.110, 9.448)
H (15.279, 6.902, 7.936)
H (13.863, 7.644, 10.403)
S (7.925, 6.969, 12.398)
As (9.584, 7.135, 11.085)
S (10.226, 9.269, 11.302)
S (9.156, 6.804, 8.853)
S (11.460, 5.914, 11.411)
C (6.821, 9.506, 9.519)
C (7.126, 10.888, 8.878)
C (5.947, 11.425, 8.172)
C (7.613, 11.799, 9.954)
Sb (8.968, 10.601, 7.530)
C (8.209, 9.800, 5.629)
C (7.486, 10.683, 4.678)
C (7.256, 8.622, 6.093)
C (9.447, 9.276, 4.973)
C (9.617, 12.733, 7.021)
C (10.290, 13.290, 8.274)
C (8.553, 13.743, 6.603)
C (10.627, 12.542, 5.866)
H (6.019, 9.651, 10.239)
H (7.701, 9.168, 10.131)
H (6.546, 8.689, 8.857)
H (5.074, 11.214, 8.775)
H (5.721, 11.026, 7.168)
H (5.980, 12.513, 8.039)
H (6.778, 12.009, 10.650)
H (7.797, 12.807, 9.527)
H (8.439, 11.433, 10.542)
H (6.638, 11.214, 5.139)
H (7.149, 10.031, 3.865)
H (8.089, 11.444, 4.187)
H (6.370, 9.045, 6.423)
H (7.738, 8.181, 7.002)
H (7.128, 7.877, 5.284)
H (10.289, 9.937, 4.973)
H (9.257, 8.956, 3.949)
H (9.717, 8.429, 5.592)
H (9.493, 13.664, 8.932)
H (10.890, 14.183, 8.088)
H (10.909, 12.564, 8.825)
H (7.718, 13.760, 7.342)
H (8.095, 13.370, 5.698)
H (8.841, 14.805, 6.474)
H (11.383, 11.796, 6.158)
H (11.151, 13.498, 5.714)
H (10.152, 12.207, 4.916)



(3)
The following is a DFT calculation (ωB97M-V with the def2-TZVPD basis set) of a cluster of 2 separate species, C4H9N6 in total.

Summary:
energy relative to the best compared isomer or geometry (same formula, charge and spin): 1.685 eV
gap between HOMO and LUMO: 8.00 eV
E_HOMO: -12.4 eV
total charge: +1

Element x y z (Å)
C (-2.697, 0.872, 0.129)
C (-3.397, -1.097, -0.564)
C (-1.571, 0.037, -0.034)
C (-0.183, 0.194, 0.098)
N (-3.837, 0.183, -0.156)
N (3.105, -1.126, -0.691)
N (3.754, -0.693, 0.250)
N (-2.056, -1.179, -0.388)
N (0.419, 1.204, 0.683)
N (1.721, 1.367, 0.825)
H (-2.747, 1.992, 0.352)
H (-4.135, -1.872, -0.642)
H (0.335, -0.556, -0.479)
H (3.694, -1.577, -1.436)
H (-1.384, -1.850, -0.551)
H (-0.193, 1.915, 1.067)
H (2.389, 0.655, 0.570)
H (4.824, -0.771, 0.190)
H (1.960, 2.300, 0.777)



(4)
The following is a DFT calculation (ωB97M-V with the def2-TZVPD basis set) of a cluster of 14 separate species, C6H39NO14 in total.

Summary:
energy relative to the best compared isomer or geometry (same formula, charge and spin): 1.949 eV
gap between HOMO and LUMO: 10.49 eV
E_HOMO: -10.4 eV

Element x y z (Å)
C (0.769, 1.554, 3.244)
C (-0.480, 1.327, 2.411)
N (-0.307, 0.171, 1.662)
C (-3.272, -1.977, 0.386)
C (-1.974, -1.605, 1.161)
C (-1.477, -0.207, 0.819)
C (-1.154, -0.100, -0.697)
O (-1.458, 2.030, 2.470)
H (1.684, 1.430, 2.725)
H (0.512, 2.406, 3.859)
H (0.889, 0.823, 4.069)
H (0.593, -0.216, 1.546)
H (-3.306, -1.725, -0.639)
H (-4.117, -1.536, 0.912)
H (-3.540, -3.067, 0.512)
H (-2.283, -1.717, 2.196)
H (-1.137, -2.264, 0.950)
H (-2.275, 0.511, 0.946)
H (-2.045, 0.271, -1.192)
H (-1.091, -1.045, -1.245)
H (-0.253, 0.515, -0.779)
H (-0.497, -1.107, 3.359)
H (-1.298, -0.908, 4.654)
O (-0.680, -1.526, 4.238)
H (-1.752, 2.499, 0.781)
H (-2.162, 3.911, 0.087)
O (-2.005, 2.970, -0.057)
H (1.867, -2.689, 2.307)
H (3.081, -2.009, 2.935)
O (2.820, -2.544, 2.201)
H (-3.177, 2.112, -3.293)
H (-2.615, 2.480, -1.960)
O (-3.392, 2.056, -2.367)
H (4.109, 1.455, -0.445)
H (2.629, 1.083, -0.672)
O (3.228, 1.750, -0.336)
H (0.753, -4.303, 2.821)
H (-0.396, -3.362, 3.323)
O (0.275, -3.493, 2.615)
H (1.686, 3.530, -2.553)
H (2.857, 2.491, -2.556)
O (2.212, 2.927, -3.097)
H (-0.391, 1.796, -2.685)
H (0.869, 1.756, -3.494)
O (-0.138, 1.579, -3.602)
H (2.550, -1.737, 0.617)
H (1.774, -1.625, -0.660)
O (2.198, -1.033, 0.023)
H (0.309, -1.434, -4.535)
H (0.155, -0.084, -3.689)
O (0.101, -1.066, -3.682)
H (2.255, -0.573, -3.479)
H (2.984, -0.573, -2.113)
O (2.843, -0.086, -2.934)
H (0.875, 2.511, -0.244)
H (-0.437, 3.156, -0.907)
O (0.544, 3.102, -0.916)
H (0.414, -3.279, -1.014)
H (0.330, -2.424, -2.272)
O (0.943, -2.888, -1.714)



(5)
The following is a DFT calculation (ωB97M-V with the def2-TZVPD basis set) of a structure of composition C24H22N3O7PdTe.

Summary:
<S²>: 2.009
2S+1: 3
energy relative to the best compared isomer or geometry (same formula, charge and spin): 0.612 eV
gap between HOMO and LUMO (spin up / spin down): 7.43 / 6.40 eV
E_HOMO (spin up / spin down): -5.3 / -5.6 eV
total charge: -1

Element x y z (Å)
Pd (-0.455, -1.135, 0.386)
O (-3.709, 0.709, 2.354)
C (-2.930, 0.662, 1.418)
O (-1.663, 0.454, 1.560)
C (-3.406, 0.970, 0.012)
C (-4.264, 2.013, -0.173)
C (-4.653, 2.415, -1.468)
C (-4.112, 1.777, -2.574)
C (-3.233, 0.720, -2.411)
C (-2.915, 0.186, -1.101)
O (-2.307, -0.895, -0.952)
N (-2.616, 0.165, -3.552)
O (-1.684, -0.615, -3.407)
O (-3.015, 0.511, -4.659)
N (-5.529, 3.510, -1.628)
O (-5.874, 3.824, -2.761)
O (-5.903, 4.109, -0.628)
H (-4.645, 2.543, 0.687)
H (-4.362, 2.115, -3.570)
C (0.933, 1.638, 2.342)
Te (0.371, 1.369, 0.271)
C (2.530, 1.839, 0.088)
C (2.792, 2.800, 1.199)
C (3.770, 3.781, 1.146)
C (3.950, 4.657, 2.206)
C (3.142, 4.561, 3.325)
C (2.161, 3.583, 3.386)
C (1.982, 2.698, 2.335)
H (1.324, 0.689, 2.716)
H (0.059, 1.909, 2.929)
H (2.809, 2.244, -0.882)
H (3.088, 0.913, 0.248)
H (4.394, 3.869, 0.268)
H (4.716, 5.418, 2.151)
H (3.263, 5.254, 4.146)
H (1.518, 3.518, 4.253)
C (1.356, -1.987, -2.000)
N (0.865, -3.333, -2.153)
C (0.043, -3.435, -3.347)
C (0.120, -3.746, -0.977)
C (0.936, -3.721, 0.300)
C (1.722, -4.813, 0.646)
C (2.435, -4.819, 1.833)
C (2.365, -3.728, 2.681)
C (1.592, -2.627, 2.336)
C (0.865, -2.603, 1.150)
H (1.870, -1.678, -2.908)
H (2.053, -1.940, -1.160)
H (0.508, -1.270, -1.819)
H (0.654, -3.203, -4.218)
H (-0.803, -2.736, -3.322)
H (-0.330, -4.452, -3.444)
H (-0.258, -4.758, -1.152)
H (-0.766, -3.060, -0.835)
H (1.755, -5.671, -0.013)
H (3.034, -5.678, 2.107)
H (2.908, -3.730, 3.617)
H (1.555, -1.783, 3.019)



Number 1: F_max 0.70 eV Å⁻¹. Number 2: F_max 3.25 eV Å⁻¹. Number 3: F_max 4.11 eV Å⁻¹. Number 4: F_max 4.39 eV Å⁻¹. Number 5: F_max 1.49 eV Å⁻¹.